[1]
Density functional theory data (wB97M-V/def2-TZVPD) for a structure of composition C56H51AsF3O3PSiY at a distorted geometry.

Element x y z (Å)
Y  -1.28  -0.92  1.22
C  -1.56  0.62  4.45
C  -1.53  -0.67  5.01
C  -2.40  -1.48  4.30
C  -2.98  -0.72  3.26
C  -2.46  0.62  3.38
H  -0.98  1.47  4.79
H  -0.92  -0.95  5.86
H  -2.61  -2.53  4.50
H  -3.90  -0.97  2.74
H  -2.84  1.49  2.86
C  -2.41  -3.12  -2.29
C  -2.25  -3.73  -0.90
C  -2.81  -5.14  -0.86
O  -2.91  -2.89  0.08
C  -0.73  -3.69  -0.58
O  -0.04  -4.65  -0.87
O  -0.35  -2.57  -0.09
H  -3.46  -3.09  -2.59
H  -1.86  -3.73  -3.02
H  -2.00  -2.11  -2.30
H  -3.80  -5.19  -1.32
H  -2.87  -5.49  0.17
H  -2.13  -5.80  -1.40
H  -3.79  -2.71  -0.27
C  1.53  1.97  -1.83
C  0.86  3.33  -1.69
As  1.59  4.72  -2.92
C  1.63  3.54  -4.49
C  2.73  2.82  -4.93
C  2.61  1.92  -5.98
C  1.39  1.73  -6.60
C  0.28  2.44  -6.17
C  0.41  3.35  -5.13
C  3.47  4.66  -2.38
C  3.87  4.28  -1.11
C  5.22  4.29  -0.76
C  6.17  4.70  -1.68
C  5.78  5.12  -2.94
C  4.43  5.11  -3.28
P  0.79  0.71  -0.67
C  1.51  1.40  0.88
C  2.87  1.41  1.17
C  3.32  2.05  2.31
C  2.43  2.72  3.15
C  1.08  2.75  2.84
C  0.62  2.09  1.71
C  1.84  -0.71  -1.15
C  2.58  -1.48  -0.25
C  3.21  -2.63  -0.69
C  3.10  -3.04  -2.00
C  2.36  -2.29  -2.90
C  1.73  -1.13  -2.47
H  2.60  2.02  -1.63
H  1.39  1.59  -2.84
H  0.93  3.72  -0.68
H  -0.20  3.24  -1.92
H  3.69  2.94  -4.45
H  3.48  1.36  -6.31
H  1.29  1.01  -7.41
H  -0.69  2.29  -6.64
H  -0.46  3.91  -4.79
H  3.14  3.97  -0.37
H  5.51  3.98  0.23
H  7.22  4.69  -1.41
H  6.51  5.46  -3.65
H  4.12  5.45  -4.27
H  3.57  0.91  0.52
H  4.38  2.04  2.55
H  2.80  3.22  4.03
H  0.39  3.28  3.47
H  -0.44  2.11  1.47
H  2.62  -1.20  0.79
H  3.77  -3.23  0.02
H  3.56  -3.97  -2.32
H  2.24  -2.62  -3.92
H  1.10  -0.58  -3.17
C  -5.52  4.03  1.78
C  -4.36  4.37  1.10
C  -3.62  3.40  0.45
C  -4.00  2.05  0.47
C  -5.15  1.73  1.18
C  -5.91  2.70  1.82
Si  -2.89  0.73  -0.38
C  -4.11  -0.11  -1.60
C  -3.93  0.01  -2.98
C  -4.74  -0.67  -3.89
C  -5.77  -1.48  -3.43
C  -5.98  -1.61  -2.07
C  -5.16  -0.94  -1.17
H  -6.11  4.79  2.28
H  -4.03  5.41  1.08
H  -2.72  3.68  -0.09
H  -5.47  0.70  1.24
H  -6.81  2.42  2.35
H  -2.21  1.65  -1.37
H  -3.14  0.64  -3.35
H  -4.57  -0.56  -4.95
H  -6.40  -2.01  -4.14
H  -6.79  -2.23  -1.70
H  -5.34  -1.07  -0.11
F  2.60  -6.49  7.79
C  3.38  -6.14  6.75
F  3.69  -7.29  6.10
F  4.55  -5.69  7.28
C  2.75  -5.13  5.86
C  3.44  -4.72  4.72
C  2.89  -3.77  3.88
C  1.63  -3.22  4.16
C  0.95  -3.64  5.31
C  1.50  -4.59  6.15
C  1.03  -2.26  3.30
C  0.46  -1.44  2.60
H  4.41  -5.15  4.51
H  3.42  -3.45  3.00
H  -0.01  -3.21  5.53
H  0.97  -4.91  7.04

Summary:
* F_max: 2.0 eV Å⁻¹
* E_HOMO: -0.175 Eh
* gap between HOMO and LUMO: 6.982 eV
* ΔE to the lowest compared entry with this formula, charge and spin: 62.1 kcal/mol
* calculated total energy: -5594.90884 Ha
* charge: -1

[2]
Density functional theory data (wB97M-V/def2-TZVPD) for a structure of composition C56H51AuN4O3S3Te at a distorted geometry.

Element x y z (Å)
Au  10.74  16.89  13.21
C  10.79  17.67  21.68
C  11.14  16.95  20.41
C  10.23  16.11  19.74
C  10.57  15.57  18.51
C  11.76  16.01  17.91
C  12.73  16.71  18.57
C  12.40  17.19  19.85
S  12.01  15.73  16.17
O  13.18  16.45  15.67
C  12.31  13.90  16.12
C  12.36  13.14  17.27
C  12.84  11.84  17.37
C  13.28  11.15  16.20
C  13.57  9.74  16.13
C  14.19  9.23  15.01
C  14.23  10.02  13.84
C  13.53  11.19  13.80
C  13.18  11.88  15.00
C  12.71  13.25  14.93
C  12.55  13.86  13.57
C  11.38  13.35  12.79
C  10.43  12.54  13.42
C  9.57  11.84  12.63
C  9.59  11.89  11.23
C  10.47  12.76  10.60
C  11.29  13.60  11.38
C  12.11  14.68  10.70
C  12.97  15.46  11.70
C  13.35  14.82  12.98
S  14.81  15.56  13.81
O  15.29  14.53  14.75
C  15.98  15.43  12.43
C  16.30  14.21  11.81
C  17.51  14.13  11.11
C  18.37  15.24  11.02
C  19.71  15.13  10.34
C  17.91  16.46  11.53
C  16.71  16.60  12.17
H  9.71  17.67  21.83
H  11.19  18.71  21.70
H  11.28  17.14  22.56
H  9.34  15.75  20.25
H  9.87  14.85  17.98
H  13.70  16.92  18.14
H  13.21  17.67  20.40
H  12.09  13.56  18.21
H  12.82  11.36  18.32
H  13.41  9.19  17.01
H  14.68  8.24  14.96
H  14.84  9.74  12.98
H  13.29  11.67  12.83
H  10.42  12.40  14.50
H  8.79  11.23  13.10
H  8.85  11.29  10.69
H  10.40  12.95  9.54
H  12.55  14.31  9.76
H  13.88  15.87  11.17
H  15.71  13.30  11.99
H  17.84  13.25  10.58
H  19.74  14.36  9.54
H  20.52  14.99  11.09
H  19.98  16.11  9.89
H  18.53  17.34  11.46
H  16.33  17.55  12.59
S  10.07  16.00  15.43
N  11.93  16.56  11.59
C  11.26  16.00  10.56
N  10.46  16.42  9.64
C  10.44  15.77  8.48
N  10.32  15.22  7.45
C  8.06  20.29  13.26
C  9.05  19.22  12.87
O  8.77  18.44  11.95
N  10.23  19.13  13.55
Te  11.25  20.75  14.33
C  11.62  22.45  15.92
C  10.70  23.44  16.07
C  9.23  23.42  15.70
C  11.17  24.62  16.72
C  12.41  24.78  17.31
C  12.74  26.01  18.14
C  13.29  23.69  17.18
C  12.86  22.49  16.59
C  13.66  21.21  16.67
C  12.04  21.54  12.46
C  13.17  20.89  11.92
C  13.84  19.68  12.60
C  13.77  21.36  10.72
C  13.23  22.46  10.04
C  13.80  22.88  8.71
C  12.16  23.16  10.65
C  11.58  22.71  11.86
C  10.51  23.58  12.54
H  7.08  19.96  12.89
H  8.23  21.28  12.80
H  8.00  20.42  14.38
H  8.87  22.35  15.77
H  9.02  23.84  14.70
H  8.65  24.10  16.36
H  10.51  25.49  16.71
H  11.84  26.62  18.36
H  13.49  26.62  17.59
H  13.24  25.70  19.11
H  14.29  23.79  17.59
H  14.35  21.20  17.53
H  14.36  21.17  15.81
H  12.99  20.35  16.67
H  13.32  18.75  12.35
H  13.88  19.81  13.68
H  14.91  19.58  12.25
H  14.66  20.83  10.34
H  14.88  22.61  8.62
H  13.67  23.98  8.53
H  13.34  22.32  7.87
H  11.75  24.07  10.18
H  10.20  24.37  11.84
H  10.79  24.13  13.46
H  9.65  22.96  12.86

Summary:
* F_max: 3.6 eV Å⁻¹
* E_HOMO (alpha / beta): -0.072 / -0.180 Eh
* gap between HOMO and LUMO (alpha / beta): 3.782 / 4.514 eV
* ΔE to the lowest compared entry with this formula, charge and spin: 65.1 kcal/mol
* calculated total energy: -4207.26083 Ha
* charge: -1
* spin multiplicity: 4

[3]
Density functional theory data (wB97M-V/def2-TZVPD) for a structure of composition C56H51N4ORbS2Si.

Element x y z (Å)
Rb  0.05  0.07  -0.22
C  -2.10  3.57  1.28
C  -2.27  2.87  -0.05
C  -1.45  3.21  -1.13
C  -0.46  4.35  -1.03
C  -1.54  2.48  -2.33
C  -0.59  2.77  -3.47
C  -2.48  1.45  -2.46
C  -2.61  0.71  -3.77
C  -3.31  1.13  -1.38
C  -4.30  -0.01  -1.49
C  -3.23  1.87  -0.19
C  -4.21  1.59  0.93
H  -2.81  4.40  1.40
H  -1.10  3.96  1.41
H  -2.26  2.87  2.11
H  0.53  4.00  -0.73
H  -0.77  5.08  -0.29
H  -0.36  4.87  -1.98
H  -0.99  3.51  -4.16
H  -0.37  1.86  -4.03
H  0.37  3.14  -3.10
H  -2.39  1.38  -4.61
H  -3.61  0.33  -3.91
H  -1.91  -0.13  -3.82
H  -5.28  0.32  -1.84
H  -4.43  -0.50  -0.53
H  -3.94  -0.77  -2.19
H  -3.86  0.79  1.58
H  -5.18  1.29  0.53
H  -4.36  2.48  1.54
S  -1.95  -6.54  -3.70
C  -3.41  -7.08  -2.94
C  -3.89  -6.13  -2.09
C  -3.08  -4.96  -2.04
C  -1.98  -5.01  -2.86
C  -0.94  -4.03  -3.08
C  -1.05  -2.75  -2.49
N  -0.16  -1.80  -2.57
C  0.99  -2.03  -3.30
C  1.18  -3.27  -3.97
C  2.40  -3.45  -4.73
C  3.35  -2.50  -4.77
C  3.20  -1.26  -4.06
C  4.19  -0.29  -4.02
C  4.01  0.89  -3.29
C  2.77  1.02  -2.64
N  1.80  0.14  -2.65
C  1.99  -1.03  -3.33
C  5.04  1.91  -3.19
C  6.23  2.00  -3.86
C  7.01  3.14  -3.50
C  6.41  3.91  -2.55
S  4.90  3.25  -2.08
C  0.22  -4.25  -3.86
H  -3.81  -8.05  -3.16
H  -4.80  -6.26  -1.51
H  -3.31  -4.10  -1.42
H  -1.93  -2.51  -1.90
H  2.54  -4.39  -5.26
H  4.27  -2.66  -5.33
H  5.12  -0.47  -4.55
H  2.56  1.94  -2.08
H  6.54  1.28  -4.60
H  7.97  3.37  -3.93
H  6.76  4.82  -2.09
H  0.36  -5.20  -4.36
C  5.17  0.50  4.75
C  5.28  1.15  3.53
C  4.16  1.69  2.92
C  2.89  1.62  3.51
C  2.81  0.97  4.74
C  3.92  0.41  5.36
Si  1.30  2.22  2.61
C  1.54  4.11  2.39
C  2.41  4.64  1.43
C  2.50  6.01  1.18
C  1.69  6.90  1.87
C  0.81  6.41  2.83
C  0.75  5.04  3.09
H  6.04  0.07  5.23
H  6.25  1.23  3.05
H  4.28  2.17  1.95
H  1.85  0.92  5.25
H  3.82  -0.08  6.32
H  0.37  2.24  3.82
H  3.02  3.97  0.83
H  3.18  6.37  0.42
H  1.74  7.96  1.67
H  0.18  7.09  3.39
H  0.06  4.68  3.85
N  -2.28  -1.32  1.05
C  -2.94  -2.03  1.67
C  -3.77  -2.91  2.45
C  -4.00  -4.21  2.03
C  -4.80  -5.05  2.79
C  -5.36  -4.59  3.98
C  -5.12  -3.29  4.40
C  -4.32  -2.44  3.64
H  -3.55  -4.56  1.10
H  -4.98  -6.06  2.46
H  -5.98  -5.24  4.57
H  -5.55  -2.93  5.32
H  -4.12  -1.43  3.96
O  1.23  -1.84  1.27
N  0.64  -2.36  2.29
C  0.20  -3.64  2.25
C  -0.42  -4.21  3.33
C  -0.61  -3.48  4.50
C  -0.15  -2.17  4.52
C  0.47  -1.63  3.42
H  0.37  -4.14  1.31
H  -0.76  -5.24  3.26
H  -1.09  -3.92  5.36
H  -0.27  -1.55  5.40
H  0.85  -0.62  3.36

Summary:
* F_max: 0.5 eV Å⁻¹
* E_HOMO (alpha / beta): -0.073 / -0.124 Eh
* gap between HOMO and LUMO (alpha / beta): 3.553 / 4.944 eV
* ΔE to the lowest compared entry with this formula, charge and spin: 7.0 kcal/mol
* calculated total energy: -3568.79661 Ha
* charge: -1
* spin multiplicity: 2

[4]
Density functional theory data (wB97M-V/def2-TZVPD) for a structure of composition C56H53IN5O2P2PtSSb.

Element x y z (Å)
Pt  0.18  -0.52  -0.20
N  3.71  6.42  1.94
C  2.68  5.60  1.63
C  2.07  5.67  0.36
C  1.04  4.82  0.03
C  0.61  3.88  0.96
C  1.21  3.79  2.22
C  2.23  4.64  2.55
S  -0.70  2.79  0.75
O  -1.90  3.18  1.39
O  -0.90  2.93  -0.85
N  -0.19  1.33  0.98
C  -0.74  0.56  2.03
N  -1.20  1.03  3.16
C  -1.69  0.11  4.00
C  -1.71  -1.24  3.71
C  -1.13  -1.65  2.53
N  -0.64  -0.73  1.69
H  3.98  7.17  1.34
H  4.09  6.42  2.87
H  2.41  6.41  -0.36
H  0.57  4.90  -0.94
H  0.88  3.04  2.94
H  2.71  4.56  3.52
H  -2.08  0.49  4.94
H  -2.11  -1.96  4.41
H  -1.05  -2.68  2.22
C  0.43  2.30  -3.89
N  -0.11  1.40  -2.83
P  0.88  0.06  -2.26
C  2.53  0.80  -2.30
C  3.64  0.03  -2.65
C  4.91  0.59  -2.66
C  5.08  1.93  -2.35
C  3.98  2.70  -1.99
C  2.72  2.13  -1.93
C  0.81  -1.08  -3.68
C  1.52  -2.27  -3.66
C  1.53  -3.11  -4.76
C  0.83  -2.77  -5.91
C  0.11  -1.59  -5.94
C  0.10  -0.74  -4.84
P  -1.44  1.95  -2.05
C  -2.33  3.09  -3.08
C  -2.95  2.59  -4.23
C  -3.68  3.44  -5.03
C  -3.81  4.78  -4.68
C  -3.22  5.27  -3.52
C  -2.47  4.43  -2.71
C  -2.45  0.63  -1.48
C  -3.34  0.82  -0.41
C  -4.19  -0.22  -0.05
C  -4.18  -1.41  -0.75
C  -3.34  -1.58  -1.85
C  -2.48  -0.56  -2.21
H  0.71  3.27  -3.48
H  -0.31  2.44  -4.67
H  1.32  1.84  -4.33
H  3.53  -1.01  -2.93
H  5.76  -0.02  -2.93
H  6.06  2.38  -2.39
H  4.11  3.74  -1.73
H  1.88  2.73  -1.59
H  2.08  -2.57  -2.78
H  2.09  -4.04  -4.72
H  0.83  -3.43  -6.77
H  -0.45  -1.31  -6.82
H  -0.50  0.15  -4.90
H  -2.86  1.54  -4.49
H  -4.16  3.06  -5.92
H  -4.39  5.44  -5.31
H  -3.34  6.31  -3.25
H  -2.03  4.81  -1.80
H  -3.38  1.75  0.14
H  -4.86  -0.08  0.78
H  -4.84  -2.21  -0.46
H  -3.34  -2.51  -2.40
H  -1.82  -0.71  -3.05
I  0.25  -3.05  -0.58
C  4.02  2.22  1.27
C  4.34  2.05  2.73
C  5.17  2.99  3.35
C  5.50  2.87  4.69
C  5.01  1.81  5.43
C  4.20  0.86  4.81
C  3.86  0.96  3.47
Sb  2.79  -0.61  2.43
C  1.78  -1.44  4.14
C  1.33  -0.60  5.16
C  0.62  -1.09  6.24
C  0.33  -2.44  6.31
C  0.75  -3.29  5.29
C  1.46  -2.81  4.20
C  1.91  -3.78  3.14
C  4.49  -1.87  2.10
C  4.78  -1.96  0.73
C  5.88  -2.65  0.26
C  6.71  -3.28  1.18
C  6.43  -3.21  2.53
C  5.32  -2.51  3.02
C  5.09  -2.51  4.51
H  4.30  3.21  0.93
H  2.96  2.06  1.07
H  4.57  1.49  0.67
H  5.55  3.81  2.77
H  6.15  3.60  5.15
H  5.27  1.70  6.48
H  3.85  0.03  5.41
H  1.55  0.47  5.12
H  0.30  -0.42  7.03
H  -0.21  -2.84  7.16
H  0.52  -4.34  5.35
H  1.25  -4.64  3.10
H  2.92  -4.14  3.34
H  1.93  -3.33  2.14
H  4.12  -1.47  0.01
H  6.09  -2.71  -0.80
H  7.58  -3.84  0.84
H  7.08  -3.72  3.24
H  5.06  -3.53  4.89
H  4.16  -2.02  4.78
H  5.91  -1.99  5.02

Summary:
* F_max: 0.6 eV Å⁻¹
* E_HOMO: -0.438 Eh
* gap between HOMO and LUMO: 6.528 eV
* ΔE to the lowest compared entry with this formula, charge and spin: 0.0 kcal/mol
* calculated total energy: -4327.79234 Ha
* charge: +2